(1)
Computed, not measured: C28H32IrN5O2PSe as an isolated structure, with wB97M-V/def2-TZVPD.

ORCA input file:
```
! wB97M-V def2-TZVPD RIJCOSX def2/J DEFGRID3
* xyz 1 1
Ir 0.23 1.06 -0.14
O -2.05 1.27 -0.02
C -2.73 2.37 -0.08
C -3.95 2.47 0.64
C -4.78 3.55 0.53
C -4.45 4.61 -0.31
C -3.24 4.60 -0.97
C -2.34 3.52 -0.84
C -1.03 3.72 -1.39
N -0.03 2.92 -1.32
C 1.26 3.32 -1.82
C 1.93 2.11 -2.50
N 2.04 1.03 -1.55
C 3.10 0.32 -1.52
C 3.40 -0.76 -0.64
C 4.68 -1.34 -0.71
C 5.09 -2.31 0.17
C 4.22 -2.74 1.17
C 2.95 -2.24 1.25
C 2.48 -1.25 0.35
O 1.25 -0.89 0.44
H -4.19 1.65 1.30
H -5.69 3.58 1.10
H -5.12 5.45 -0.42
H -2.96 5.44 -1.58
H -0.89 4.69 -1.86
H 1.88 3.62 -0.97
H 1.20 4.16 -2.52
H 2.90 2.40 -2.90
H 1.29 1.78 -3.33
H 3.91 0.55 -2.22
H 5.36 -1.01 -1.49
H 6.08 -2.73 0.10
H 4.54 -3.49 1.88
H 2.26 -2.57 2.01
Se -0.22 1.43 2.33
C 1.19 1.02 3.53
C 0.93 0.16 4.60
C 1.88 -0.05 5.57
C 3.11 0.60 5.50
C 3.38 1.44 4.43
C 2.44 1.64 3.44
H -0.03 -0.32 4.66
H 1.66 -0.70 6.40
H 3.85 0.45 6.27
H 4.33 1.95 4.37
H 2.65 2.29 2.61
C -3.36 -3.01 -0.87
N -2.03 -2.99 -0.13
C -1.04 -3.83 -0.93
N -0.95 -3.39 -2.27
C -2.25 -3.40 -2.91
N -3.20 -2.56 -2.20
C -2.87 -1.14 -2.29
P -1.19 -0.71 -1.56
C -1.54 -1.61 0.04
C -0.29 -2.11 -2.41
H -4.06 -2.37 -0.33
H -3.72 -4.04 -0.88
H -2.15 -3.42 0.79
H -1.38 -4.87 -0.90
H -0.06 -3.74 -0.45
H -2.64 -4.43 -2.93
H -2.15 -3.05 -3.94
H -3.64 -0.56 -1.77
H -2.89 -0.85 -3.35
H -2.28 -1.01 0.58
H -0.62 -1.62 0.63
H 0.72 -2.18 -2.00
H -0.20 -1.87 -3.47
*
```

Output
* LUMO level (alpha / beta): -3.613 / -3.414 eV
* HOMO level (alpha / beta): -9.5 / -9.4 eV
* Kohn-Sham gap (alpha / beta): 0.215 / 0.220 hartree
* electronic energy: -4357.26063 Eh

***

(2)
Computed, not measured: C33H52N3O3P2Sn as an isolated structure, with wB97M-V/def2-TZVPD.

ORCA input file:
```
! wB97M-V def2-TZVPD RIJCOSX def2/J DEFGRID3
* xyz 3 1
C -1.33 -1.39 -2.53
C 0.76 -2.32 -1.97
C -1.52 -2.31 -3.56
C 0.54 -3.37 -2.92
C -0.58 -3.34 -3.72
H -2.41 -2.22 -4.19
H 1.31 -4.14 -2.99
H -0.74 -4.11 -4.47
N -0.24 -1.41 -1.75
P -2.60 0.00 -0.43
P 2.53 -0.80 -0.36
C -2.36 -0.28 -2.25
H -2.00 0.65 -2.71
H -3.31 -0.53 -2.73
C 2.00 -2.19 -1.29
H 2.70 -3.02 -1.41
C 3.72 0.14 -1.53
C 3.40 -1.42 1.22
C -3.55 1.64 -0.34
C -3.64 -1.51 0.09
C 3.73 1.61 -1.06
H 4.14 1.71 -0.05
H 4.36 2.20 -1.75
H 2.72 2.04 -1.07
C 5.14 -0.44 -1.52
H 5.65 -0.31 -0.56
H 5.13 -1.51 -1.79
H 5.73 0.08 -2.28
C 3.19 0.03 -2.96
H 3.81 0.65 -3.62
H 3.24 -1.01 -3.32
H 2.16 0.38 -3.05
C 4.05 -0.21 1.91
H 3.32 0.60 2.08
H 4.43 -0.53 2.89
H 4.89 0.20 1.34
C 2.33 -2.02 2.15
H 1.56 -1.29 2.43
H 1.84 -2.89 1.69
H 2.83 -2.35 3.07
C 4.44 -2.51 0.91
H 5.26 -2.16 0.28
H 4.87 -2.83 1.87
H 3.98 -3.38 0.43
C -4.33 -1.22 1.43
H -4.93 -2.10 1.70
H -3.61 -1.06 2.25
H -5.02 -0.37 1.38
C -2.70 -2.71 0.26
H -2.16 -2.96 -0.66
H -1.97 -2.56 1.08
H -3.31 -3.58 0.53
C -4.68 -1.85 -0.98
H -5.31 -2.66 -0.57
H -5.34 -1.01 -1.22
H -4.23 -2.23 -1.91
C -2.78 2.71 -1.13
H -2.79 2.53 -2.21
H -3.27 3.68 -0.96
H -1.74 2.80 -0.80
C -3.61 2.09 1.13
H -2.62 2.37 1.51
H -4.25 2.99 1.18
H -4.05 1.34 1.79
C -4.96 1.50 -0.91
H -4.97 1.13 -1.95
H -5.61 0.86 -0.30
H -5.42 2.50 -0.92
Sn 0.08 0.01 0.29
C -1.45 -1.70 3.08
O -1.08 -1.22 4.06
N 0.36 1.41 -1.41
C 0.51 1.86 -2.49
C 0.59 2.71 -3.62
C 0.38 4.09 -3.46
C 0.89 2.19 -4.90
C 0.49 4.95 -4.55
H 0.13 4.48 -2.47
C 1.01 3.06 -5.99
H 1.01 1.11 -5.02
C 0.82 4.44 -5.82
H 0.33 6.02 -4.41
H 1.26 2.66 -6.97
H 0.92 5.11 -6.67
N -0.78 1.63 4.58
C 0.48 1.42 3.78
C 0.26 2.20 2.49
O -0.58 3.11 2.54
O 0.93 1.81 1.44
H -1.62 1.30 4.08
H -0.89 2.65 4.73
H -0.75 1.15 5.48
H 1.32 1.82 4.34
H 0.64 0.35 3.62
*
```

Output
* LUMO level (alpha / beta): -10.406 / -9.766 eV
* HOMO level (alpha / beta): -16.2 / -15.8 eV
* Kohn-Sham gap (alpha / beta): 0.211 / 0.221 hartree
* electronic energy: -2574.73526 Eh

***

(3)
Computed, not measured: C6H7NO as an isolated structure, with wB97M-V/def2-TZVPD.

ORCA input file:
```
! wB97M-V def2-TZVPD RIJCOSX def2/J DEFGRID3
* xyz 0 1
C -1.11 -0.41 0.11
C -0.23 0.26 -1.03
C -0.42 1.50 -0.09
C -0.22 0.39 1.09
C 1.23 0.10 0.70
C 1.28 0.07 -0.71
H -0.62 0.42 -2.05
H 0.43 2.26 -0.01
H -1.38 1.86 -0.34
H -0.41 0.52 2.12
H 2.07 0.40 1.36
H 0.85 -1.79 -0.24
H 2.20 0.47 -1.27
N 1.63 -1.20 0.00
O -2.22 -0.90 0.00
*
```

Output
* LUMO level: 0.927 eV
* ΔE to the lowest compared entry with this formula, charge and spin: 78.5 kcal per mole
* HOMO level: -9.8 eV
* Kohn-Sham gap: 0.392 hartree
* electronic energy: -362.68843 Eh

***

(4)
Computed, not measured: C40H45N8ReS as an isolated structure, with wB97M-V/def2-TZVPD.

ORCA input file:
```
! wB97M-V def2-TZVPD RIJCOSX def2/J DEFGRID3
* xyz 3 2
Re -0.19 0.12 -0.95
N -0.32 2.49 3.13
C -0.39 1.48 2.27
N -0.58 1.61 0.98
C -0.77 2.89 0.48
N -1.06 3.04 -0.78
N -1.13 1.94 -1.51
C -1.86 1.94 -2.59
C -2.07 0.70 -3.26
C -2.89 0.58 -4.38
C -3.12 -0.67 -4.93
C -2.50 -1.78 -4.35
C -1.69 -1.59 -3.24
N -1.48 -0.39 -2.69
C -0.71 4.03 1.35
C -0.91 5.34 0.89
C -0.81 6.40 1.77
C -0.52 6.17 3.12
C -0.35 4.88 3.60
C -0.46 3.81 2.72
H -0.19 2.31 4.12
H -0.28 0.47 2.66
H -2.34 2.86 -2.92
H -3.35 1.46 -4.80
H -3.76 -0.79 -5.79
H -2.63 -2.77 -4.74
H -1.19 -2.43 -2.78
H -1.13 5.49 -0.15
H -0.96 7.41 1.42
H -0.45 7.00 3.80
H -0.13 4.71 4.64
C 0.56 -4.03 3.06
C 0.54 -2.52 2.80
C 1.30 -1.80 3.92
C -0.88 -2.02 2.67
C -1.68 -2.08 3.80
C -3.00 -1.66 3.78
C -3.53 -1.12 2.62
C -2.78 -1.02 1.46
C -3.45 -0.46 0.23
C -4.12 0.89 0.51
C -4.48 -1.45 -0.31
C -1.45 -1.52 1.46
N -0.68 -1.55 0.29
C -0.06 -2.68 0.00
C 0.91 -2.65 -0.99
C 1.86 -3.61 -1.43
C 2.60 -2.98 -2.40
C 2.06 -1.67 -2.59
N 1.08 -1.46 -1.68
C 2.48 -0.78 -3.71
C 1.37 0.19 -4.12
C 2.85 -1.66 -4.92
C 3.73 0.04 -3.32
H 1.58 -4.41 2.99
H -0.05 -4.57 2.35
H 0.19 -4.26 4.06
H 1.09 -2.33 1.87
H 0.83 -1.94 4.89
H 1.38 -0.73 3.73
H 2.30 -2.20 4.00
H -1.27 -2.47 4.72
H -3.61 -1.77 4.66
H -4.55 -0.79 2.62
H -2.68 -0.31 -0.54
H -4.96 0.77 1.18
H -4.50 1.30 -0.42
H -3.42 1.60 0.95
H -5.29 -1.59 0.41
H -4.04 -2.42 -0.50
H -4.93 -1.08 -1.23
H -0.32 -3.61 0.50
H 1.99 -4.60 -1.05
H 3.42 -3.40 -2.95
H 0.54 -0.34 -4.57
H 1.76 0.90 -4.85
H 1.01 0.77 -3.26
H 2.11 -2.43 -5.10
H 3.82 -2.14 -4.78
H 2.93 -1.04 -5.81
H 3.47 0.80 -2.58
H 4.12 0.53 -4.21
H 4.51 -0.60 -2.91
S 1.91 1.59 -0.66
C 3.01 1.14 0.56
N 3.79 2.15 1.03
C 4.74 1.97 1.97
C 4.96 0.72 2.49
C 4.19 -0.36 2.01
C 3.22 -0.14 1.07
H 3.66 3.07 0.62
H 5.31 2.84 2.26
H 5.73 0.57 3.23
H 4.38 -1.35 2.38
H 2.62 -0.95 0.68
*
```

Output
* ⟨S²⟩: 0.9033
* LUMO level (alpha / beta): -10.549 / -10.132 eV
* HOMO level (alpha / beta): -15.6 / -15.7 eV
* Kohn-Sham gap (alpha / beta): 0.184 / 0.204 hartree
* electronic energy: -2464.90250 Eh

***

The lowest electronic energy belongs to which entry?
C28H32IrN5O2PSe

***

Which of these has the highest electronic energy?
C6H7NO